The following is a DFT calculation (ωB97M-V with the def2-TZVPD basis set) of 13 unconnected molecules or ions with the total composition C18H62N2O13 in a non-equilibrium geometry.

Calculated values
HOMO level, eV: -9.36
LUMO level, Ha: 0.011
Energy relative to the best compared isomer or geometry (same formula, charge and spin), kJ/mol: 23.1
Charge: 0
Molar mass, g mol⁻¹: 514.70

Cartesian coordinates (Å):
C1 3.726000 -4.298000 15.622000
C2 3.651000 -5.014000 16.982000
O1 4.841000 -4.837000 17.693000
H1 2.772000 -4.120000 15.189000
H2 4.209000 -4.831000 14.820000
H3 4.287000 -3.340000 15.691000
H4 3.399000 -6.068000 16.748000
H5 2.888000 -4.677000 17.689000
H6 5.577000 -5.253000 17.219000
C3 -0.232000 2.749000 15.991000
C4 -0.587000 3.848000 16.953000
O2 -1.856000 3.711000 17.421000
H7 0.753000 2.884000 15.538000
H8 -0.933000 2.542000 15.233000
H9 -0.081000 1.807000 16.459000
H10 -0.530000 4.894000 16.504000
H11 0.094000 3.866000 17.879000
H12 -1.837000 3.327000 18.308000
C5 5.657000 -0.889000 16.159000
C6 6.728000 -1.915000 15.648000
O3 7.454000 -1.354000 14.572000
H13 6.093000 0.093000 16.359000
H14 5.227000 -1.263000 17.092000
H15 4.841000 -0.891000 15.523000
H16 6.273000 -2.887000 15.370000
H17 7.386000 -2.192000 16.467000
H18 7.840000 -2.063000 14.118000
C7 1.440000 -4.215000 12.741000
C8 1.046000 -2.937000 12.000000
O4 1.702000 -2.853000 10.828000
H19 2.496000 -4.378000 12.978000
H20 1.095000 -5.140000 12.201000
H21 0.976000 -4.241000 13.720000
H22 1.158000 -2.104000 12.623000
H23 -0.039000 -2.984000 11.849000
H24 2.534000 -2.380000 10.933000
C9 3.195000 -2.851000 19.823000
C10 3.986000 -3.617000 20.867000
O5 3.182000 -3.758000 22.027000
H25 3.970000 -2.520000 19.045000
H26 2.857000 -1.942000 20.277000
H27 2.415000 -3.418000 19.312000
H28 4.958000 -3.130000 21.145000
H29 4.225000 -4.639000 20.498000
H30 3.325000 -4.677000 22.310000
C11 -1.132000 -0.856000 18.555000
O6 -1.853000 -0.825000 17.387000
N1 -1.240000 0.037000 19.554000
N2 -0.352000 -1.858000 18.803000
H31 -1.690000 0.915000 19.442000
H32 -0.645000 0.004000 20.352000
H33 -0.435000 -2.652000 18.181000
H34 -0.055000 -2.063000 19.724000
C12 1.979000 0.845000 18.796000
O7 2.994000 0.700000 17.837000
H35 2.268000 1.668000 19.468000
H36 1.781000 -0.069000 19.283000
H37 1.065000 1.125000 18.251000
H38 2.794000 -0.051000 17.305000
C13 -0.498000 -3.583000 16.053000
O8 -0.202000 -4.183000 17.307000
H39 -1.064000 -4.243000 15.410000
H40 0.480000 -3.526000 15.582000
H41 -0.987000 -2.626000 16.075000
H42 0.001000 -5.079000 17.062000
C14 -2.105000 -0.136000 14.285000
O9 -1.050000 -0.797000 13.656000
H43 -1.668000 0.498000 15.038000
H44 -2.764000 -0.876000 14.643000
H45 -2.659000 0.480000 13.638000
H46 -0.356000 -0.193000 13.407000
C15 0.340000 2.044000 12.764000
O10 1.043000 0.906000 13.123000
H47 0.826000 2.893000 13.229000
H48 -0.719000 2.068000 13.051000
H49 0.311000 2.027000 11.693000
H50 1.887000 1.219000 13.467000
C16 3.988000 -1.025000 12.716000
O11 4.092000 -1.294000 11.328000
H51 3.745000 -1.872000 13.326000
H52 3.214000 -0.282000 12.832000
H53 4.940000 -0.552000 13.113000
H54 5.049000 -1.523000 11.164000
C17 1.672000 -0.939000 15.748000
O12 2.121000 -1.691000 16.908000
H55 2.517000 -0.590000 15.160000
H56 0.943000 -0.138000 15.979000
H57 1.053000 -1.521000 15.065000
H58 1.368000 -1.714000 17.453000
C18 3.956000 2.136000 14.697000
O13 3.552000 2.509000 13.363000
H59 4.798000 2.639000 15.178000
H60 4.205000 1.079000 14.690000
H61 3.210000 2.242000 15.480000
H62 3.327000 3.456000 13.390000

Atoms 1-2, force components in eV/Å:
C 0.4654 1.0051 0.5786
C -0.3820 -0.2909 -1.1866